{"formula": "C6H19N4P2", "method": "ωB97M-V with the def2-TZVPD basis set", "fmax_ev_per_a": 4.818, "de_lowest_kcal_mol": 0.0, "homo_ev": -12.715, "gap_ev": 7.7, "multiplicity": 1, "energy_ev": -31059.925, "charge": 1, "smiles": "[H]/P=N/P(N(C)C)(N(C)C)=[N+](C)C", "symbols": ["H", "P", "N", "P", "N", "C", "C", "N", "C", "C", "N", "C", "C", "H", "H", "H", "H", "H", "H", "H", "H", "H", "H", "H", "H", "H", "H", "H", "H", "H", "H"], "positions_angstrom": [[-3.345647, 1.210092, -1.761307], [-2.997319, 0.009301, -1.170384], [-1.489969, 0.392402, -1.037249], [-0.184554, -0.141862, -0.229849], [-0.319591, 0.853489, 1.264323], [-1.480569, 0.498329, 2.041865], [-0.088850, 2.257676, 1.138869], [1.049809, 0.429049, -1.202817], [2.368001, 0.333338, -0.651385], [0.773821, 1.389155, -2.310992], [0.088459, -1.699332, 0.199649], [0.492266, -2.271219, 1.562336], [-0.271887, -2.655212, -0.861501], [-2.355078, 0.441660, 1.372408], [-1.256150, -0.483476, 2.259553], [-1.496213, 1.066195, 2.955290], [-0.946145, 2.817126, 0.795761], [0.131965, 2.765531, 2.091336], [0.901274, 2.565166, 0.650634], [2.285034, 0.859011, 0.402168], [2.580197, -0.764085, -0.594182], [2.965328, 0.991454, -1.297500], [-0.351348, 1.216870, -2.534497], [0.838788, 2.425529, -2.115705], [1.424709, 1.072158, -3.135846], [0.357831, -1.393808, 2.214204], [-0.120934, -3.040298, 1.833705], [1.568594, -2.508839, 1.616938], [0.490875, -2.579888, -1.693315], [-0.432135, -3.615939, -0.480345], [-1.180555, -2.439586, -1.322166]], "atomic_forces_ev_per_a": [[-0.663, 0.734, -0.464], [0.004, -0.671, 0.310], [0.055, -1.036, 0.287], [1.407, 3.048, 1.587], [1.223, -1.748, -2.257], [0.418, 0.252, -1.303], [2.095, 1.980, 0.108], [-2.847, 0.146, 0.129], [-0.334, 0.851, 1.961], [-2.189, -2.533, -0.519], [-0.588, -0.372, 0.699], [1.716, 4.276, -1.408], [2.405, 1.284, -1.190], [-0.518, 0.750, 0.823], [-0.350, -2.334, 1.216], [-0.610, 0.396, 0.091], [-0.235, 0.160, -0.843], [-0.347, -0.842, 0.444], [-1.649, -0.829, -0.211], [1.002, -1.317, -1.698], [0.818, 1.194, 0.103], [0.557, -0.874, 0.391], [2.306, 0.391, -0.324], [0.625, 1.099, 0.740], [-0.367, 0.350, 0.024], [0.173, -0.726, 0.223], [-1.606, -2.047, 0.552], [-0.556, -0.195, -0.402], [-0.610, -0.703, 0.950], [0.449, -1.496, 0.667], [-1.781, 0.810, -0.685]]}